(1)
Formula: C5H10O2
Source: the OMol25 dataset
Level of theory: ωB97M-V/def2-TZVPD

**Kohn-Sham gap**: 0.39770 Eh
**SMILES**: C[C@@H](O)CCC=O
**ΔE to the lowest compared entry with this formula, charge and spin**: 1.3592 eV

```
17
Properties=species:S:1:pos:R:3:forces:R:3:lowdin_charge:R:1
H 0.678 1.269 -2.248 -0.1 -0.1 0.0 0.08
C 0.170 0.312 -2.079 0.0 0.0 -0.1 -0.06
C -0.147 0.075 1.673 0.0 0.0 0.0 -0.15
H -1.193 -0.253 1.693 0.1 0.0 0.0 0.13
O -1.366 -0.858 -0.614 0.1 -0.2 0.0 -0.06
H -0.418 0.059 -2.966 0.1 0.0 0.1 0.08
C 0.123 0.863 0.380 0.1 0.0 0.0 -0.15
H 1.191 0.782 0.140 -0.1 0.0 0.0 0.11
H 0.048 0.683 2.562 0.0 -0.1 -0.1 0.11
H -1.527 1.086 -1.003 0.1 -0.1 0.0 0.14
C 0.743 -1.142 1.697 0.0 -0.2 -0.2 -0.23
O 0.758 -1.991 0.829 0.0 0.3 0.4 0.04
H 0.938 -0.459 -1.940 -0.1 0.1 0.0 0.08
C -0.711 0.373 -0.837 0.0 0.3 -0.1 -0.44
H 1.462 -1.217 2.536 -0.1 -0.1 0.0 0.12
H -0.066 1.928 0.550 0.0 -0.1 0.0 0.11
H -0.683 -1.508 -0.371 -0.1 0.0 0.0 0.06
```
Forces are in eV/Å.



(2)
Formula: C24H21Br2Cl2InN4O2
Source: the OMol25 dataset
Level of theory: ωB97M-V/def2-TZVPD

**Kohn-Sham gap (alpha / beta)**: 0.12740 / 0.13390 Eh
**Total charge**: +2
**ΔE to the lowest compared entry with this formula, charge and spin**: 0.6703 eV

```
56
Properties=species:S:1:pos:R:3:forces:R:3:lowdin_charge:R:1
C -4.510 0.783 -0.671 0.3 -0.2 -0.2 -0.16
C -3.218 2.754 -1.469 -0.7 -0.2 0.6 -0.39
H 1.729 -2.248 0.975 0.0 0.0 0.0 0.11
H 4.187 -1.317 4.353 0.0 0.0 0.0 0.12
C 0.414 -2.218 3.447 0.9 -0.2 0.4 -0.51
C -4.628 -0.618 -0.674 0.1 -0.1 0.0 0.04
C 2.650 -1.860 1.389 -0.1 -0.2 0.4 -0.04
H 2.216 2.561 2.431 0.0 0.0 0.0 0.13
O -2.358 3.189 -2.249 1.4 0.3 -0.4 -0.08
C -3.429 1.318 -1.381 -0.3 0.0 0.5 -0.13
Br -3.646 5.398 -0.545 -0.1 -0.3 0.0 0.95
H 6.849 -0.210 0.642 0.0 0.0 0.0 0.08
N -2.480 0.561 -1.955 0.2 -0.4 0.2 0.04
C 2.803 -1.764 2.776 0.6 0.2 -0.6 -0.27
C 0.251 -0.158 1.984 0.0 0.1 0.0 -0.22
H -3.774 -2.461 -1.326 0.1 0.0 0.0 0.14
H 2.054 -2.393 4.587 0.0 -0.3 -0.1 0.16
H 6.358 -1.483 -0.479 0.1 0.0 0.0 0.09
C -0.325 0.319 -5.784 0.1 -0.1 -0.1 -0.89
C 1.527 1.874 1.962 -0.1 -0.1 0.0 0.00
H -1.109 -1.660 2.272 0.0 -0.1 0.1 0.15
C -0.242 0.223 0.739 0.0 -0.2 0.1 -0.08
C 1.023 2.147 0.701 0.1 0.2 -0.1 -0.13
N -0.178 -1.364 2.522 -0.4 0.1 -0.3 0.14
C 1.137 0.719 2.616 0.0 0.2 0.0 0.04
Cl 0.992 0.242 -4.604 0.3 0.0 0.0 0.57
H 3.563 -1.609 -0.524 0.0 0.0 0.0 0.11
C -4.027 3.576 -0.603 0.1 0.5 -0.4 -0.56
N 1.774 -2.055 3.679 -0.6 0.1 0.3 0.14
H 0.042 0.792 -6.689 0.0 0.0 0.1 0.06
H 1.496 0.515 3.614 0.0 -0.1 0.0 0.14
H -0.504 -1.072 -2.387 0.1 -0.1 0.0 0.04
C -5.377 1.685 0.029 -0.4 0.2 0.2 -0.57
C 3.690 -1.513 0.548 0.3 0.2 0.1 -0.04
C -5.101 3.049 0.086 0.0 -0.3 0.0 -0.13
H -5.439 -1.092 -0.138 -0.1 0.0 -0.1 0.11
C 6.002 -0.635 0.109 0.0 -0.1 -0.2 -0.05
H -5.730 3.703 0.673 0.0 0.0 0.0 0.12
Br -6.902 1.049 0.899 0.3 0.1 -0.2 0.96
H -0.675 -0.692 -5.965 0.0 0.1 0.0 0.05
H 1.309 3.031 0.146 0.1 0.0 0.1 0.12
O -0.236 -3.049 4.027 -0.3 0.2 0.0 0.12
C -2.570 -0.764 -1.910 -0.2 -0.4 -0.1 -0.30
N 0.143 1.335 0.121 -0.4 0.2 -1.0 -0.02
C 4.913 -1.059 1.044 -0.3 0.0 0.2 -0.28
H -1.650 -1.613 -3.618 0.0 0.0 0.0 0.10
C 5.073 -1.017 2.427 0.1 0.0 -0.3 -0.03
C 4.044 -1.370 3.280 -0.5 0.1 0.1 -0.01
H 6.021 -0.695 2.839 0.0 0.0 0.0 0.12
In -0.560 1.687 -2.430 -0.5 0.4 0.8 0.99
Cl -1.662 1.286 -5.128 -0.1 0.1 -0.1 0.61
H -0.971 -0.396 0.226 0.1 -0.1 0.0 0.11
C -3.683 -1.384 -1.316 0.0 0.2 0.1 0.05
H 5.625 0.100 -0.604 0.1 0.1 0.0 0.08
H -1.432 -2.571 -2.154 0.1 0.0 0.0 0.11
C -1.470 -1.556 -2.541 -0.2 0.0 0.0 -0.01
```
Forces are in eV/Å.



(3)
Formula: C11H17F6NO5S2
Source: the OMol25 dataset
Level of theory: ωB97M-V/def2-TZVPD

**Kohn-Sham gap**: 0.33962 Eh
**SMILES**: O=S(=O)(CCN(CCS(=O)(=O)C(F)(F)F)C[C@@H]1CCCO1)C(F)(F)F

```
42
Properties=species:S:1:pos:R:3:forces:R:3:lowdin_charge:R:1
H -6.524 1.265 -1.320 1.8 -3.0 -0.4 0.16
N -1.425 1.183 0.789 -2.0 -1.0 4.1 -0.21
H -2.851 0.123 -1.007 -0.7 2.9 1.9 0.19
F 1.163 -3.179 -1.061 -0.6 0.4 0.4 0.08
H 0.191 1.942 -0.699 0.0 -0.2 0.0 0.07
S -0.238 -1.373 -0.092 1.1 9.4 2.4 0.90
C -3.526 0.922 -0.265 2.6 0.5 -8.4 -0.31
C 0.758 -2.787 0.199 4.8 -3.7 -2.7 -0.58
C -4.441 1.764 -1.627 -4.8 -8.9 11.0 0.08
O 0.582 -0.108 -0.568 -3.3 -6.4 0.9 -0.37
C -5.374 -0.486 -0.307 10.0 -0.1 -11.0 -0.19
C 0.674 2.352 0.176 -1.1 -7.6 3.0 -0.09
C -5.603 0.425 -1.495 -1.8 8.2 1.9 -0.07
C -0.474 1.986 1.489 4.3 4.6 -3.1 -0.13
H 0.332 -0.375 2.197 -0.3 -1.7 -0.5 0.10
O -1.454 -1.613 -0.793 0.1 -1.5 -0.2 -0.26
H -4.869 -1.402 -0.815 -1.7 0.3 1.0 0.17
H -3.896 1.832 -2.356 5.5 1.1 -7.9 -0.02
H 0.951 3.248 -0.003 1.6 6.7 -0.5 -0.01
O 2.210 0.552 1.485 -1.2 -6.8 5.4 -0.27
H -2.255 2.731 -0.224 -1.6 -1.6 1.2 0.18
F 2.249 1.060 -1.963 -8.9 3.2 -12.4 0.38
H -1.816 0.479 2.812 0.6 0.4 0.2 0.13
S 2.349 1.503 0.543 -4.2 5.8 -3.2 0.67
F 2.014 -2.467 0.762 -3.5 -0.7 0.3 0.10
H -0.813 3.069 1.467 0.0 -1.3 1.2 0.12
H -6.138 -0.593 0.159 -8.8 -1.7 6.3 0.03
C -1.729 0.134 1.775 3.0 -1.2 0.4 -0.19
C -0.522 -0.968 1.778 -0.1 6.1 -3.9 -0.07
H -5.638 0.193 -2.458 -0.6 -2.2 -3.8 0.02
F 2.882 -0.472 -0.806 2.4 -2.2 -0.6 0.14
H -4.784 2.402 -0.951 -1.6 4.0 1.3 0.02
C 2.882 0.815 -1.057 4.2 -2.4 11.8 -0.99
O 3.198 2.533 0.958 2.3 3.0 -0.2 -0.26
H -3.164 2.458 1.219 -2.1 1.9 4.0 0.08
H 0.166 1.735 2.443 -1.9 0.0 -1.9 0.16
F 4.000 1.411 -1.153 5.2 0.4 -0.9 0.21
F 0.158 -3.913 0.675 0.7 2.3 0.7 0.14
H -2.651 -0.308 1.701 -2.1 -1.3 -1.3 0.08
O -4.337 0.087 0.289 -0.8 0.2 7.7 -0.11
C -2.707 1.912 0.536 4.6 -1.6 -6.7 -0.09
H -0.950 -1.784 2.110 -1.3 -4.4 2.6 0.03
```
Forces are in eV/Å.



(4)
Formula: CN2O4S
Source: the OMol25 dataset
Level of theory: ωB97M-V/def2-TZVPD

**Kohn-Sham gap**: 0.38221 Eh
**ΔE to the lowest compared entry with this formula, charge and spin**: 0.4636 eV

```
8
Properties=species:S:1:pos:R:3:forces:R:3:lowdin_charge:R:1
S -1.278 0.308 -0.136 -0.4 -0.1 -0.1 0.98
O 0.354 0.865 0.127 -0.2 -0.3 2.3 -0.36
N -0.942 -1.307 0.344 -2.1 2.7 0.0 -0.05
N 1.163 1.628 -0.744 1.2 1.8 -1.1 -0.07
O -2.156 0.762 0.915 1.0 0.2 -0.5 -0.40
C 0.004 -1.898 -0.078 3.4 -3.5 0.3 -0.39
O 0.883 -2.655 -0.232 -0.9 1.2 -0.6 0.20
O 1.972 2.297 -0.196 -2.1 -2.0 -0.3 0.08
```
Forces are in eV/Å.



(5)
Formula: C4H7NO2S
Source: the OMol25 dataset
Level of theory: ωB97M-V/def2-TZVPD

**Kohn-Sham gap**: 0.21677 Eh
**Total charge**: -2
**SMILES**: O=C([O-])NCCC[S-]
**ΔE to the lowest compared entry with this formula, charge and spin**: 0.4080 eV

```
15
Properties=species:S:1:pos:R:3:forces:R:3:lowdin_charge:R:1
H 0.500 0.833 -0.936 -0.2 0.0 0.0 0.09
H -1.368 1.824 -0.473 0.4 -0.1 -0.1 0.00
H 0.581 -0.896 -1.123 0.3 -0.1 0.0 0.10
O 2.876 -1.514 -0.442 0.0 -0.2 -0.2 -0.10
O 3.220 -0.890 1.714 0.0 -0.1 -0.5 -0.15
S -3.494 1.437 0.278 -0.4 -0.6 -0.4 -0.04
C -1.963 0.914 -0.577 0.9 0.6 0.1 -0.84
H 1.168 0.392 1.437 0.3 -0.1 0.4 0.10
H -1.593 -1.180 -0.230 0.1 -0.4 -0.1 0.08
H -1.938 0.737 -1.673 -0.8 0.1 0.3 0.05
N 1.349 -0.207 0.658 -0.5 -0.5 -0.4 0.00
C 2.577 -0.937 0.621 -0.2 0.6 1.0 -0.82
H -1.149 -0.161 1.118 -0.2 0.0 -0.2 0.08
C 0.367 -0.119 -0.392 -0.1 -0.2 -0.9 -0.25
C -1.131 -0.232 0.020 0.4 0.9 1.0 -0.29
```
Forces are in eV/Å.



(6)
Formula: C20H22N4O5S
Source: the OMol25 dataset
Level of theory: ωB97M-V/def2-TZVPD

**Kohn-Sham gap**: 0.31106 Eh
**SMILES**: CCCn1c(SCC(=O)c2ccc3c(c2)OCCO3)nc2c1c(=O)n(C)c(=O)n2C
**ΔE to the lowest compared entry with this formula, charge and spin**: 0.0000 eV

```
52
Properties=species:S:1:pos:R:3:forces:R:3:lowdin_charge:R:1
H 1.091 1.112 3.223 0.0 0.0 0.1 0.09
C -1.078 -1.872 0.799 0.3 0.1 0.0 -0.59
H 2.000 3.429 -1.725 0.0 -0.1 0.1 0.14
H -4.167 1.460 -1.059 -0.1 0.0 -0.1 0.12
O -5.085 0.371 1.101 0.0 0.0 0.0 0.10
H 0.196 -3.688 -1.540 -0.2 0.0 0.1 0.13
H -2.695 -1.456 -2.452 -0.2 0.0 0.0 0.08
N -0.467 -1.235 1.786 0.2 -0.1 0.3 0.14
O 2.447 -1.977 -1.729 0.0 -0.1 -0.1 0.06
C 0.798 -1.062 1.351 -0.2 -0.7 -1.2 -0.22
C 2.199 -1.532 -0.623 -0.3 -0.1 0.1 -0.37
H 5.232 -0.997 0.152 0.0 0.1 0.0 0.10
O 3.906 0.402 1.867 0.3 0.2 0.1 0.08
C -3.178 1.598 -0.654 0.0 -0.1 0.1 -0.02
C -2.213 2.272 -1.371 0.2 0.1 0.1 0.01
C -0.647 1.938 0.429 -0.1 0.1 -0.2 -0.18
O 0.037 2.983 -1.639 -0.4 0.1 0.0 -0.01
C -2.874 1.031 0.587 0.2 0.5 -0.3 -0.17
H 2.433 2.829 0.717 0.0 0.1 -0.1 0.13
H 1.639 1.711 -1.381 0.0 0.1 0.0 0.14
H -0.824 -2.720 -3.527 0.1 -0.1 0.0 0.11
H -1.370 0.926 2.137 0.0 -0.1 0.0 0.12
O 0.578 2.112 1.019 -0.3 -0.2 0.1 -0.04
H -1.743 -0.405 -3.503 0.0 0.1 -0.1 0.08
N 1.802 -0.426 2.003 0.2 -0.1 0.1 0.02
N -0.265 -2.157 -0.241 -0.1 0.3 0.5 -0.01
H -2.552 -0.807 2.670 0.0 0.0 0.1 0.07
C -0.633 -2.060 -2.680 -0.2 0.1 0.2 -0.21
H 1.126 4.041 0.539 0.1 -0.1 0.0 0.14
C -0.924 2.405 -0.862 0.0 -0.2 0.2 -0.20
H -1.543 -3.408 -1.247 0.1 0.0 0.0 0.10
H 4.633 0.451 -0.672 0.0 0.0 0.0 0.10
N 3.151 -0.809 0.107 0.2 0.0 -0.1 0.03
C 1.350 2.751 -1.172 0.4 -0.1 0.4 -0.13
H 2.560 0.284 3.785 -0.1 0.0 0.0 0.09
H 0.344 -1.598 -2.832 0.0 -0.1 0.0 0.10
C -0.578 -2.924 -1.420 0.0 -0.2 -0.8 -0.14
C 4.454 -0.612 -0.507 0.3 0.0 -0.1 -0.01
H 4.456 -1.148 -1.453 0.0 0.1 0.1 0.09
C 3.006 -0.234 1.362 -0.3 -0.1 0.1 -0.45
S -2.773 -2.255 0.800 -0.4 -0.2 0.1 1.03
C -1.718 -0.998 -2.593 0.2 -0.2 0.0 -0.09
H -1.533 -0.326 -1.758 0.0 0.1 0.1 0.05
C 1.589 0.147 3.314 0.0 0.2 0.2 0.00
C -3.385 -1.022 2.007 0.0 -0.2 -0.2 -0.34
H -4.208 -1.498 2.538 0.1 0.1 0.0 0.09
C -3.898 0.186 1.238 0.0 -0.1 0.3 -0.43
H 0.969 -0.534 3.894 0.0 0.0 0.0 0.09
C -1.620 1.259 1.144 -0.1 0.2 -0.2 0.05
H -2.420 2.678 -2.348 0.0 0.0 -0.2 0.13
C 0.966 -1.621 0.092 0.2 0.4 0.7 -0.05
C 1.428 3.006 0.331 0.2 0.3 -0.5 -0.13
```
Forces are in eV/Å.



(7)
Formula: C5H28O11
Source: the OMol25 dataset
Level of theory: ωB97M-V/def2-TZVPD

**Kohn-Sham gap**: 0.28515 Eh
**Total charge**: -2

```
44
Properties=species:S:1:pos:R:3:forces:R:3:lowdin_charge:R:1
C 0.936 2.693 1.173 -0.8 0.3 -0.4 -0.27
O 1.999 -1.063 -3.732 0.2 0.0 0.4 -0.13
H -0.663 1.910 -3.113 -0.7 0.1 0.1 0.05
C 1.850 -1.472 0.682 0.2 -0.5 1.0 -0.36
H 0.184 -2.655 3.851 -0.2 -0.2 -0.5 0.03
O -2.052 3.091 -0.698 -0.2 -0.1 -0.2 -0.10
O 1.999 -2.275 1.816 -0.2 0.0 -0.2 -0.33
H -3.091 0.270 0.331 0.0 0.0 0.0 0.02
H 1.791 2.376 -0.758 0.0 0.1 0.2 0.11
C 0.685 0.591 -0.276 -0.5 -0.3 0.2 -0.21
H 1.085 -1.422 -3.590 0.4 0.1 0.2 -0.02
H 2.580 0.058 3.303 0.0 -0.1 0.2 -0.02
H -1.136 -1.384 -2.842 0.2 -0.3 0.1 -0.01
H -2.982 -0.583 -2.977 -0.4 -0.1 -0.2 0.01
H -2.701 -0.654 -0.878 -0.4 0.2 0.5 0.01
H -0.258 -1.126 0.623 -0.1 0.0 0.1 0.10
H 0.713 -2.713 2.375 -0.2 -0.1 0.4 0.00
C 1.566 1.768 0.129 0.2 0.0 -0.4 -0.18
H 1.663 3.153 1.844 0.2 -0.2 0.0 0.10
H 2.532 -1.452 2.946 0.1 0.2 0.2 -0.02
H 2.404 -1.046 -2.843 -0.5 0.0 -0.6 0.02
O 2.862 -0.782 3.685 -0.1 0.0 -0.3 -0.18
O -0.429 -2.105 -3.040 0.0 -0.1 0.2 -0.14
H 0.569 -0.109 1.781 0.1 0.0 0.1 0.11
H -0.332 0.932 -0.471 -0.1 0.2 0.1 0.08
H -2.672 -1.368 1.677 0.4 -0.3 0.7 -0.03
H -1.903 2.724 -1.633 0.0 0.1 0.4 0.00
O -2.498 -1.537 2.631 0.1 0.0 -0.1 -0.15
O -2.224 -0.402 -2.425 0.2 0.2 0.1 -0.30
H -0.554 3.598 0.091 0.5 -0.5 0.4 0.03
H -1.890 0.929 -2.747 0.1 0.5 -0.2 0.00
C 0.642 -0.527 0.775 0.1 0.0 -0.7 -0.19
H 0.973 0.159 -1.239 0.3 0.0 0.0 0.09
O -3.142 -0.643 0.039 0.2 -0.2 -0.6 -0.11
O -0.128 -2.960 2.980 0.5 0.2 0.3 -0.17
H 2.788 -0.897 0.546 -0.2 0.1 -0.3 0.10
H 2.532 1.380 0.461 0.0 0.0 0.2 0.10
H 0.209 2.139 1.781 0.2 -0.1 0.1 0.11
H -2.380 2.324 -0.213 0.1 0.2 0.0 0.03
O -1.634 1.956 -2.996 0.7 -0.6 -0.1 -0.17
H -0.262 -2.540 -2.189 -0.1 0.3 -0.3 0.04
O 0.273 3.813 0.587 0.0 0.4 -0.2 -0.13
H 1.718 -2.149 -0.181 0.1 0.4 -0.4 0.10
H -1.623 -2.000 2.735 -0.6 0.2 -0.4 -0.02
```
Forces are in eV/Å.



(8)
Formula: C5H11NO
Source: the OMol25 dataset
Level of theory: ωB97M-V/def2-TZVPD

**Kohn-Sham gap**: 0.39012 Eh
**SMILES**: C[C@H]1CN1CCO
**ΔE to the lowest compared entry with this formula, charge and spin**: 2.0132 eV

```
18
Properties=species:S:1:pos:R:3:forces:R:3:lowdin_charge:R:1
H -1.443 -0.234 1.876 0.1 0.1 0.0 0.12
H 2.577 -0.205 -1.763 0.0 0.1 0.0 0.07
H 2.106 0.183 1.512 0.0 -0.2 -0.1 0.11
H -1.201 -1.495 0.658 0.2 0.1 0.0 0.12
C 1.706 0.305 -1.346 0.1 0.0 0.0 -0.06
N 0.173 0.153 0.620 -0.2 0.0 0.0 -0.12
H -0.971 1.861 -0.110 -0.2 -0.1 0.2 0.08
O -1.928 1.700 -0.068 0.1 0.3 0.0 -0.07
H 0.638 -1.508 -0.668 0.1 0.2 0.1 0.14
C 1.026 -0.548 -0.312 0.0 -0.1 -0.2 -0.34
H -3.118 0.079 0.188 0.1 0.1 -0.2 0.12
H 1.212 -1.417 1.724 0.0 0.1 -0.1 0.11
H 1.012 0.542 -2.163 0.1 -0.1 0.1 0.08
C 1.349 -0.505 1.141 0.1 0.0 0.2 -0.09
C -2.089 0.304 -0.106 -0.3 -0.2 -0.2 -0.27
C -1.140 -0.409 0.842 -0.2 0.0 0.1 -0.20
H -1.936 -0.053 -1.137 0.0 -0.1 0.1 0.11
H 2.025 1.248 -0.891 0.0 -0.1 -0.1 0.08
```
Forces are in eV/Å.



Computed values of max |F| (unit: eV Å⁻¹) for the preceding records, in sequence: 0.5 1.4 15.6 4.9 1.4 1.4 1.1 0.4.